DFT (the ωB97M-V functional and the def2-TZVPD basis) results for a structure of composition C78H62BrClF3INO24 in a non-equilibrium geometry.

The geometry in ORCA input format:
```
! RIJCOSX wB97M-V def2-TZVPD def2/J DEFGRID3
* xyz 1 1
C 2.8636 4.6924 -0.0774
C 1.5083 5.0395 -0.7141
C 0.3838 4.2151 -0.0671
C -0.3198 3.1263 -0.9593
C 0.1064 1.7823 -0.4527
C -0.4216 1.3542 0.7774
C -1.5233 2.1452 1.4528
C -2.9737 1.6923 1.1542
C -3.2009 0.2331 0.8110
Cl -3.7014 2.7314 -0.1237
C 0.0957 0.2077 1.3757
C -0.4555 -0.2436 2.7161
O -1.0082 -1.2956 2.8157
O -0.3731 0.6449 3.7318
I 1.3955 0.7155 4.6669
C 1.1099 -0.5547 0.7516
C 1.7473 -1.7230 1.4566
C 3.0617 -1.2908 2.1654
C 4.3741 -1.7863 1.5579
C 5.1710 -0.6808 0.9230
O 5.0595 0.4816 1.1859
O 6.1541 -1.1153 0.0633
C 1.5120 -0.1725 -0.4981
Br 2.7815 -1.2906 -1.3219
N 1.0235 0.9866 -1.0965
C 1.4202 1.4771 -2.4565
F 1.9183 2.6886 -2.3307
F 0.3516 1.4917 -3.2316
F 2.3211 0.7404 -3.0474
H 3.5812 5.5039 -0.1176
H 2.7292 4.4539 0.9759
H 3.3078 3.8122 -0.5449
H 1.5466 4.8785 -1.7870
H 1.3131 6.0924 -0.5277
H 0.7309 3.7535 0.8555
H -0.4122 4.9018 0.2211
H -0.0904 3.3415 -1.9928
H -1.3929 3.2037 -0.8478
H -1.3727 2.0696 2.5221
H -1.4638 3.2015 1.2241
H -3.5518 1.9024 2.0483
H -4.1940 0.1493 0.3819
H -3.2161 -0.3632 1.7192
H -2.5024 -0.1585 0.0724
H 1.9162 -2.5552 0.7782
H 1.0535 -2.0854 2.2038
H 3.0968 -0.2072 2.2355
H 3.0088 -1.6693 3.1772
H 4.2703 -2.6167 0.8630
H 5.0025 -2.1590 2.3695
H 5.8014 -1.1678 -0.8329
C -1.1545 3.2500 -5.9334
C -1.1617 2.9892 -7.2369
C -0.7434 4.0229 -8.2207
O -0.7608 3.7945 -9.4104
C -0.3115 5.3441 -7.6945
C -0.2970 5.5955 -6.3882
C -0.7175 4.5648 -5.4092
O -0.7094 4.7825 -4.2132
H -1.4617 2.5224 -5.1927
H -1.4729 2.0339 -7.6401
H -0.0133 6.0779 -8.4323
H 0.0132 6.5490 -5.9805
C 2.5000 -0.5174 -8.8076
C 3.7038 -0.1507 -9.2376
C 3.8753 1.0097 -10.1523
O 4.9726 1.3450 -10.5366
C 2.6502 1.7373 -10.5722
C 1.4451 1.3647 -10.1482
C 1.2802 0.2161 -9.2263
O 0.1833 -0.1010 -8.8122
H 2.3489 -1.3548 -8.1381
H 4.6100 -0.6669 -8.9473
H 2.7983 2.5765 -11.2398
H 0.5405 1.8832 -10.4412
C 6.3428 0.8633 4.3624
C 7.5771 0.4066 4.5461
C 8.2416 0.5042 5.8713
O 9.3652 0.0870 6.0491
C 7.4736 1.1418 6.9747
C 6.2382 1.6003 6.7879
C 5.5802 1.4925 5.4665
O 4.4522 1.9027 5.2654
H 5.8338 0.8119 3.4071
H 8.1537 -0.0424 3.7470
H 7.9788 1.2067 7.9298
H 5.6637 2.0677 7.5776
C 6.7961 2.2509 2.6552
C 5.9588 3.1015 2.0714
C 5.7994 4.4924 2.5682
O 5.0140 5.2504 2.0387
C 6.6153 4.9011 3.7386
C 7.4504 4.0482 4.3267
C 7.6039 2.6547 3.8338
O 8.3540 1.8722 4.3780
H 6.9231 1.2341 2.3073
H 5.3540 2.8229 1.2178
H 6.4829 5.9188 4.0832
H 8.0506 4.3197 5.1857
C -6.7217 -0.9192 3.6986
C -7.7529 -1.6975 4.0141
C -8.9564 -1.7690 3.1438
O -9.8946 -2.4784 3.4333
C -8.9659 -0.9414 1.9105
C -7.9324 -0.1655 1.5981
C -6.7338 -0.0952 2.4654
O -5.7902 0.6144 2.1736
H -5.8348 -0.8489 4.3158
H -7.7698 -2.3092 4.9073
H -9.8475 -1.0060 1.2852
H -7.9180 0.4389 0.7014
C -3.1942 -1.0424 -10.1270
C -3.1434 -0.0941 -9.1968
C -4.2316 0.0731 -8.2052
O -4.1740 0.9374 -7.3535
C -5.3870 -0.8542 -8.2880
C -5.4424 -1.8017 -9.2200
C -4.3489 -1.9727 -10.2133
O -4.3981 -2.8395 -11.0570
H -2.4079 -1.1850 -10.8571
H -2.3091 0.5901 -9.1136
H -6.1692 -0.7120 -7.5533
H -6.2736 -2.4902 -9.3027
C -13.4369 -6.9377 4.0042
C -12.3800 -7.5825 4.4903
C -11.0668 -6.9046 4.6407
O -10.1020 -7.4924 5.0814
C -10.9804 -5.4815 4.2303
C -12.0354 -4.8351 3.7438
C -13.3485 -5.5122 3.5927
O -14.3122 -4.9257 3.1506
H -14.4037 -7.4100 3.8845
H -12.4200 -8.6199 4.7969
H -10.0169 -5.0035 4.3485
H -11.9864 -3.7985 3.4397
C -10.7888 2.5453 -1.9249
C -10.9676 3.8631 -1.8934
C -10.5979 4.6641 -0.6975
O -10.7594 5.8626 -0.6665
C -10.0198 3.9353 0.4626
C -9.8409 2.6182 0.4274
C -10.2106 1.8202 -0.7680
O -10.0469 0.6158 -0.7996
H -11.0522 1.9413 -2.7837
H -11.3872 4.4141 -2.7252
H -9.7585 4.5378 1.3233
H -9.4287 2.0693 1.2627
C 4.3082 -6.8537 3.1108
C 3.9779 -5.5688 3.0248
C 4.3203 -4.6180 4.1078
O 4.0316 -3.4358 4.0261
C 5.0321 -5.1418 5.2910
C 5.3644 -6.4257 5.3824
C 5.0332 -7.3843 4.2990
O 5.3347 -8.5531 4.3701
H 4.0735 -7.5712 2.3349
H 3.4525 -5.1600 2.1701
H 5.2669 -4.4236 6.0649
H 5.8887 -6.8320 6.2370
C 11.5615 -4.6017 4.0077
C 10.3627 -5.1122 4.2726
C 9.2027 -4.2330 4.5509
O 8.1069 -4.6969 4.7997
C 9.4225 -2.7672 4.5229
C 10.6189 -2.2496 4.2578
C 11.7838 -3.1319 3.9779
O 12.8741 -2.6693 3.7310
H 12.4263 -5.2195 3.8024
H 10.1749 -6.1780 4.3009
H 8.5574 -2.1562 4.7340
H 10.8047 -1.1840 4.2394
*
```

Computed properties:
- Electronic energy: -8500.75568 Eh
- Gap between HOMO and LUMO: 5.67 eV
- Lowest unoccupied orbital energy: -4.382 eV
- Max |F|: 6.5 eV/A